1.
The following is a DFT calculation (ωB97M-V/def2-TZVPD) of 8 unconnected molecules or ions with the total composition C29H58O13 in a non-equilibrium geometry.

For the HOMO energy, the calculation gives -9.46 eV. As for the spin multiplicity: 1. For the LUMO energy, the calculation gives 0.0102 Eh. For the energy above the lowest of the compared OMol25 structures with the same formula, charge and spin, the calculation gives 245.9 kcal per mole. For the total energy, the calculation gives -57620.7531 eV. Its maximum force is 0.1674 hartree/bohr. For the molar mass, the calculation gives 614.77 g/mol.

Structure (XYZ):
```
100
Properties=species:S:1:pos:R:3:lowdin_charge:R:1
C -68.047 -36.964 46.343 -0.05
C -66.888 -37.958 45.890 -0.13
O -67.038 -39.115 46.765 -0.05
C -66.044 -39.988 46.690 -0.52
C -66.198 -41.175 47.794 0.06
O -65.078 -39.933 46.029 0.13
H -69.131 -37.394 46.346 0.10
H -68.117 -36.023 45.719 0.09
H -67.948 -36.614 47.267 0.00
H -67.184 -38.314 44.882 0.12
H -65.913 -37.648 46.176 0.11
H -66.153 -40.997 48.768 0.03
H -65.513 -41.941 47.729 0.05
H -66.948 -41.830 47.662 0.02
C -77.106 -37.153 48.318 -0.08
C -76.887 -38.691 48.187 -0.32
O -75.975 -38.850 47.200 -0.04
C -75.408 -40.152 46.993 -0.51
C -74.584 -40.154 45.868 0.02
O -75.511 -41.009 47.778 0.17
H -77.336 -36.697 47.299 0.08
H -76.042 -36.859 48.472 0.07
H -77.968 -36.910 49.158 0.13
H -76.535 -38.987 49.066 0.07
H -77.877 -39.121 47.927 0.13
H -74.362 -41.059 45.800 -0.02
H -73.641 -39.699 46.004 0.09
H -75.164 -40.128 44.798 0.18
C -68.903 -41.366 44.826 -0.01
C -70.330 -41.888 44.434 -0.28
O -70.625 -41.477 43.207 -0.05
C -71.917 -41.365 42.649 -0.42
C -71.839 -41.069 41.161 0.02
O -72.919 -41.553 43.297 0.11
H -68.785 -42.079 45.690 0.07
H -68.711 -40.357 45.109 0.05
H -68.233 -41.909 44.151 0.08
H -70.387 -42.981 44.565 0.10
H -71.140 -41.412 44.972 0.11
H -71.730 -40.006 41.014 0.08
H -72.724 -41.172 40.625 0.06
H -71.011 -41.482 40.401 0.11
C -68.345 -44.565 40.400 -0.07
C -69.404 -43.702 39.730 -0.20
O -69.572 -44.270 38.423 0.00
C -70.510 -43.694 37.716 -0.56
C -70.398 -44.121 36.215 0.02
O -71.419 -42.998 38.116 0.09
H -67.376 -44.686 39.967 0.05
H -68.586 -45.649 40.530 0.09
H -67.776 -44.156 41.344 0.11
H -70.348 -43.846 40.265 0.12
H -69.167 -42.684 39.559 0.09
H -69.628 -43.550 35.644 0.09
H -71.302 -43.798 35.804 0.04
H -70.433 -45.294 36.104 0.13
C -69.112 -40.184 37.307 -0.03
C -68.110 -39.240 38.065 -0.26
O -67.944 -39.952 39.170 -0.02
C -67.616 -39.224 40.251 -0.49
C -67.667 -40.078 41.555 0.02
O -67.239 -38.071 40.404 0.09
H -70.032 -40.225 38.010 0.10
H -68.900 -41.182 37.318 0.01
H -69.497 -39.860 36.290 0.10
H -67.201 -39.270 37.520 0.11
H -68.338 -38.213 38.164 0.12
H -67.884 -39.458 42.381 0.05
H -66.649 -40.613 41.561 0.12
H -68.545 -40.849 41.312 0.10
C -70.671 -41.114 48.062 -0.01
C -70.726 -39.639 47.789 -0.38
C -70.109 -38.640 48.764 -0.03
O -71.120 -39.073 46.699 -0.02
H -69.635 -41.441 47.962 0.08
H -71.287 -41.757 47.429 0.06
H -71.001 -41.431 49.059 0.10
H -70.158 -39.031 49.689 0.01
H -70.826 -37.679 49.044 0.16
H -69.141 -38.277 48.613 0.04
C -74.895 -44.753 47.145 -0.03
C -73.689 -44.329 46.335 -0.39
C -73.603 -44.505 44.817 -0.01
O -72.598 -44.021 46.989 -0.03
H -74.844 -45.835 47.548 0.12
H -75.684 -44.758 46.293 0.10
H -75.056 -43.922 47.854 0.08
H -74.282 -43.710 44.584 0.08
H -74.015 -45.364 44.551 0.03
H -72.673 -44.570 44.310 0.07
C -69.438 -45.533 45.325 -0.01
C -69.844 -46.834 46.048 -0.31
C -70.296 -47.986 45.078 -0.03
O -69.898 -46.902 47.384 -0.04
H -69.818 -44.567 45.622 0.06
H -69.808 -45.674 44.354 0.05
H -68.485 -45.368 45.463 0.03
H -71.004 -47.582 44.310 0.08
H -70.728 -48.828 45.626 0.08
H -69.440 -48.182 44.439 0.07
```


2.
The following is a DFT calculation (ωB97M-V/def2-TZVPD) of a molecular structure, C29H58O29Rb in a non-equilibrium geometry.

For the HOMO energy, the calculation gives -2.37 eV. As for the spin multiplicity: 1. For the LUMO energy, the calculation gives 0.0296 Eh. For the energy above the lowest of the compared OMol25 structures with the same formula, charge and spin, the calculation gives 0.0 kcal per mole. For the total energy, the calculation gives -91039.2447 eV. Its maximum force is 0.1271 hartree/bohr. The net charge is -1. For the molar mass, the calculation gives 956.22 g/mol.

Structure (XYZ):
```
117
Properties=species:S:1:pos:R:3:lowdin_charge:R:1
Rb -4.462 -3.211 -0.444 0.82
O -2.042 -2.177 0.941 -0.50
C -1.615 -0.936 0.372 -0.41
C -0.310 -0.621 -0.509 -0.46
O -0.090 -1.139 -1.788 -0.35
H -1.431 -0.295 1.234 0.05
H -2.419 -0.542 -0.249 0.04
H 0.553 -0.842 0.119 0.05
H -0.165 0.459 -0.493 0.04
C -7.300 -4.665 6.232 -0.02
O -6.382 -3.844 5.515 0.01
C -5.238 -4.243 5.072 -0.56
O -4.709 -5.367 5.311 0.06
O -4.801 -3.282 4.225 0.01
C -3.601 -3.592 3.578 -0.08
H -8.322 -4.417 5.946 0.10
H -7.040 -4.713 7.289 0.10
H -7.092 -5.695 5.939 0.09
H -2.898 -4.190 4.159 0.09
H -3.123 -2.669 3.250 0.09
H -3.722 -4.214 2.692 0.08
C 6.774 2.179 -2.282 -0.07
O 5.370 2.339 -2.137 -0.05
C 4.822 2.363 -0.850 -0.66
O 5.440 2.184 0.131 0.17
O 3.629 2.763 -1.014 0.04
C 2.558 2.232 -0.204 0.00
H 7.304 2.776 -1.540 0.09
H 7.044 2.426 -3.309 0.09
H 7.029 1.124 -2.174 0.09
H 1.625 2.710 -0.503 0.08
H 2.670 2.330 0.876 0.09
H 2.421 1.164 -0.368 0.08
C -0.540 2.583 2.523 0.00
O 0.529 3.356 2.017 0.04
C 0.737 4.498 2.397 -0.65
O 0.005 5.143 3.184 0.08
O 1.908 4.816 1.822 0.00
C 2.485 6.063 2.096 -0.06
H -0.375 1.535 2.269 0.09
H -1.494 2.861 2.077 0.10
H -0.663 2.646 3.605 0.10
H 3.136 6.133 1.225 0.10
H 3.083 6.096 3.007 0.09
H 1.866 6.961 2.091 0.09
C -1.412 7.850 0.466 -0.01
O -1.956 6.635 -0.107 0.00
C -1.270 5.764 -0.797 -0.64
O -0.122 6.030 -1.230 0.07
O -1.901 4.657 -0.862 0.03
C -1.363 3.458 -1.423 0.02
H -2.187 8.398 1.001 0.09
H -1.076 8.499 -0.344 0.09
H -0.543 7.664 1.097 0.08
H -0.741 3.763 -2.265 0.10
H -2.196 2.771 -1.576 0.09
H -0.604 3.059 -0.750 0.08
C 3.607 -1.125 1.100 -0.04
O 2.694 -1.245 2.171 -0.02
C 3.177 -1.218 3.481 -0.48
O 4.370 -1.183 3.805 0.08
O 2.153 -1.366 4.361 -0.03
C 2.486 -1.462 5.732 -0.06
H 3.797 -0.074 0.883 0.07
H 3.161 -1.513 0.185 0.08
H 4.521 -1.684 1.301 0.10
H 3.434 -1.973 5.896 0.09
H 1.707 -1.997 6.275 0.09
H 2.500 -0.456 6.152 0.09
C 3.089 -7.151 2.761 -0.06
O 2.437 -6.054 3.372 0.00
C 1.891 -5.118 2.601 -0.51
O 2.204 -4.865 1.361 0.03
O 0.947 -4.491 3.311 0.00
C 0.129 -3.472 2.663 -0.02
H 4.111 -7.034 2.402 0.09
H 2.494 -7.548 1.938 0.10
H 3.304 -7.889 3.533 0.09
H 0.324 -3.125 1.648 0.09
H 0.176 -2.572 3.275 0.08
H -0.903 -3.817 2.734 0.06
C -3.191 3.081 -5.930 0.00
O -1.830 3.151 -5.404 -0.02
C -1.159 2.019 -5.179 -0.63
O -1.501 0.940 -5.639 0.10
O -0.274 2.181 -4.243 0.00
C 0.612 1.105 -3.897 -0.02
H -3.658 4.060 -5.826 0.09
H -3.784 2.377 -5.346 0.07
H -3.037 2.844 -6.982 0.10
H 1.468 1.139 -4.571 0.09
H 0.064 0.163 -3.933 0.09
H 0.985 1.139 -2.873 0.08
C -4.450 1.308 -2.294 -0.01
O -5.337 1.279 -3.434 -0.04
C -5.133 0.463 -4.500 -0.51
O -4.178 -0.363 -4.578 0.08
O -6.131 0.652 -5.422 -0.04
C -6.031 0.277 -6.779 -0.05
H -4.494 0.350 -1.776 0.08
H -4.607 2.155 -1.626 0.10
H -3.485 1.331 -2.801 0.09
H -5.817 1.139 -7.411 0.10
H -7.019 -0.083 -7.068 0.08
H -5.473 -0.659 -6.807 0.10
C 4.060 -5.713 -1.491 -0.07
O 4.527 -4.428 -1.846 -0.04
C 3.597 -3.462 -2.189 -0.55
O 2.431 -3.713 -2.627 0.08
O 4.191 -2.322 -2.240 0.00
C 3.433 -1.118 -2.564 0.01
H 3.634 -6.095 -2.419 0.08
H 3.212 -5.665 -0.808 0.08
H 4.855 -6.387 -1.171 0.09
H 2.609 -1.014 -1.859 0.07
H 3.239 -1.058 -3.635 0.10
H 4.078 -0.275 -2.315 0.08
```


3.
The following is a DFT calculation (ωB97M-V/def2-TZVPD) of 3 unconnected molecules or ions with the total composition C29H59ClN6O6P2 in a non-equilibrium geometry.

For the HOMO energy, the calculation gives -7.88 eV. As for the spin multiplicity: 1. For the LUMO energy, the calculation gives -0.0017 Eh. For the total energy, the calculation gives -83351.2537 eV. Its maximum force is 0.1336 hartree/bohr. For the molar mass, the calculation gives 685.23 g/mol.

Structure (XYZ):
```
103
Properties=species:S:1:pos:R:3:lowdin_charge:R:1
O -2.024 4.677 -1.882 0.12
C -2.505 3.989 -1.020 -0.42
O -1.796 3.646 0.108 0.05
C -2.422 2.490 0.686 -0.27
C -1.505 1.274 0.484 -0.16
C -1.618 0.658 -0.920 -0.23
C -0.661 -0.545 -1.160 -0.53
Cl -0.263 -1.472 0.327 0.62
C -3.936 2.350 0.262 -0.15
C -4.660 2.731 1.564 -0.14
O -6.081 2.753 1.501 -0.05
C -6.631 1.520 1.253 -0.30
C -6.879 1.057 -0.025 -0.03
C -7.470 -0.166 -0.296 -0.07
C -7.844 -0.971 0.769 -0.09
C -7.589 -0.529 2.058 -0.08
C -6.998 0.694 2.312 0.00
C -3.916 3.355 -0.943 -0.14
C -4.938 4.524 -1.028 -0.10
C -6.085 4.164 -2.033 -0.15
C -7.519 4.500 -1.552 -0.26
O -7.697 4.450 -0.152 -0.07
H -2.392 2.726 1.761 0.14
H -0.458 1.588 0.616 0.12
H -1.721 0.565 1.292 0.10
H -1.411 1.400 -1.707 0.12
H -2.639 0.282 -1.078 0.10
H -1.154 -1.245 -1.841 0.07
H 0.261 -0.229 -1.661 0.06
H -4.096 1.323 -0.073 0.13
H -4.338 3.746 1.833 0.15
H -4.308 2.056 2.361 0.14
H -6.591 1.697 -0.861 0.11
H -7.642 -0.426 -1.338 0.11
H -8.330 -1.919 0.551 0.11
H -7.906 -1.196 2.860 0.11
H -6.838 0.973 3.352 0.12
H -3.897 2.689 -1.823 0.15
H -5.293 4.881 -0.058 0.12
H -4.390 5.361 -1.485 0.11
H -5.920 4.748 -2.952 0.11
H -5.956 3.116 -2.333 0.09
H -8.184 3.734 -1.994 0.11
H -7.872 5.452 -1.969 0.11
H -8.074 3.611 0.123 0.07
C 4.143 -5.819 3.904 -0.13
N 2.783 -6.244 3.677 -0.31
C 2.400 -7.253 4.659 -0.14
P 1.943 -6.329 2.171 0.72
O 0.573 -5.981 2.720 -0.29
N 2.120 -4.887 1.218 -0.34
C 2.582 -3.653 1.834 -0.13
C 0.950 -4.605 0.388 -0.18
N 3.285 -7.023 1.324 -0.32
C 3.496 -8.458 1.496 -0.13
C 4.297 -6.363 0.525 -0.11
H 4.883 -6.601 3.671 0.08
H 4.274 -5.549 4.955 0.09
H 4.404 -4.925 3.344 0.05
H 2.925 -8.203 4.488 0.07
H 1.328 -7.451 4.619 0.07
H 2.618 -6.914 5.675 0.08
H 2.079 -3.441 2.786 0.09
H 2.420 -2.805 1.168 0.06
H 3.663 -3.678 1.993 0.06
H 0.143 -4.137 0.958 0.04
H 0.559 -5.525 -0.053 0.07
H 1.221 -3.944 -0.438 0.06
H 4.328 -8.659 2.181 0.08
H 3.700 -8.949 0.542 0.08
H 2.602 -8.933 1.907 0.07
H 4.979 -5.768 1.139 0.07
H 3.868 -5.725 -0.243 0.08
H 4.908 -7.099 -0.005 0.08
C 2.948 4.300 -2.842 -0.12
N 2.874 2.969 -2.287 -0.30
C 1.569 2.751 -1.674 -0.14
P 4.155 2.027 -1.623 0.72
O 3.625 0.676 -2.068 -0.30
N 5.569 1.997 -2.638 -0.35
C 5.473 2.393 -4.034 -0.13
C 6.314 0.744 -2.537 -0.15
N 4.841 3.354 -0.750 -0.32
C 4.199 3.705 0.515 -0.13
C 5.923 4.237 -1.134 -0.11
H 2.967 5.087 -2.073 0.08
H 2.077 4.484 -3.474 0.09
H 3.809 4.438 -3.492 0.05
H 1.450 3.342 -0.755 0.08
H 1.430 1.701 -1.414 0.05
H 0.761 3.013 -2.362 0.08
H 4.608 1.949 -4.542 0.09
H 6.372 2.102 -4.580 0.08
H 5.431 3.480 -4.129 0.06
H 5.862 -0.057 -3.133 0.08
H 6.362 0.405 -1.500 0.07
H 7.344 0.891 -2.875 0.08
H 3.579 4.603 0.411 0.08
H 4.936 3.877 1.303 0.08
H 3.556 2.893 0.860 0.07
H 5.633 4.909 -1.946 0.07
H 6.818 3.694 -1.429 0.08
H 6.222 4.868 -0.292 0.08
```


4.
The following is a DFT calculation (ωB97M-V/def2-TZVPD) of 8 unconnected molecules or ions with the total composition C29H59FNO16PS7 in a non-equilibrium geometry.

For the HOMO energy, the calculation gives -8.25 eV. As for the spin multiplicity: 1. For the LUMO energy, the calculation gives 0.0025 Eh. For the total energy, the calculation gives -153127.1850 eV. Its maximum force is 0.0395 hartree/bohr. For the molar mass, the calculation gives 952.22 g/mol.

Structure (XYZ):
```
114
Properties=species:S:1:pos:R:3:lowdin_charge:R:1
O 0.824 3.297 -3.201 -0.32
S 2.253 3.337 -2.989 0.69
O 2.871 2.751 -1.817 -0.35
C 3.063 2.706 -4.448 -0.22
C 3.254 3.932 -5.334 -0.21
C 3.721 5.047 -4.395 -0.22
C 2.813 5.026 -3.163 -0.21
H 2.449 1.932 -4.906 0.11
H 4.024 2.291 -4.140 0.11
H 3.975 3.740 -6.129 0.12
H 2.304 4.211 -5.800 0.12
H 4.752 4.852 -4.087 0.06
H 3.697 6.023 -4.883 0.12
H 3.349 5.320 -2.261 0.10
H 1.937 5.660 -3.297 0.10
O -0.676 0.809 2.035 -0.44
S -2.068 1.149 1.822 0.68
O -2.634 2.391 2.301 -0.32
C -2.424 0.973 0.083 -0.23
C -2.845 -0.483 -0.066 -0.20
C -3.764 -0.776 1.123 -0.21
C -3.086 -0.217 2.373 -0.21
H -1.542 1.228 -0.503 0.11
H -3.244 1.648 -0.160 0.09
H -3.346 -0.659 -1.018 0.12
H -1.965 -1.133 -0.021 0.12
H -4.726 -0.280 0.970 0.13
H -3.962 -1.840 1.230 0.08
H -3.811 0.145 3.101 0.11
H -2.434 -0.958 2.835 0.08
O -6.454 -2.961 -0.482 -0.32
S -6.186 -3.598 0.787 0.66
O -6.006 -2.838 2.005 -0.34
C -7.427 -4.851 1.067 -0.23
C -6.844 -6.102 0.416 -0.21
C -5.363 -6.126 0.810 -0.23
C -4.808 -4.719 0.585 -0.23
H -8.374 -4.536 0.632 0.11
H -7.532 -4.980 2.145 0.11
H -7.366 -7.003 0.744 0.12
H -6.936 -6.036 -0.672 0.12
H -5.273 -6.393 1.866 0.12
H -4.808 -6.862 0.242 0.08
H -4.035 -4.468 1.311 0.10
H -4.421 -4.600 -0.426 0.10
O -5.273 4.064 -2.303 -0.32
S -4.047 3.584 -2.897 0.67
O -3.538 2.257 -2.634 -0.33
C -4.135 3.833 -4.662 -0.23
C -3.582 5.238 -4.871 -0.22
C -2.356 5.342 -3.960 -0.22
C -2.753 4.783 -2.591 -0.22
H -5.164 3.719 -5.000 0.11
H -3.498 3.084 -5.135 0.11
H -3.327 5.415 -5.917 0.11
H -4.328 5.981 -4.575 0.12
H -1.539 4.745 -4.377 0.11
H -2.000 6.370 -3.877 0.11
H -1.916 4.291 -2.096 0.10
H -3.162 5.559 -1.944 0.11
O 6.305 4.055 -3.226 -0.33
S 6.911 4.868 -2.194 0.68
O 6.625 6.279 -2.070 -0.32
C 6.635 4.075 -0.619 -0.22
C 7.825 3.138 -0.456 -0.22
C 9.049 3.937 -0.914 -0.21
C 8.684 4.619 -2.235 -0.22
H 5.676 3.558 -0.629 0.10
H 6.636 4.852 0.147 0.11
H 7.925 2.796 0.574 0.12
H 7.698 2.258 -1.093 0.12
H 9.292 4.694 -0.163 0.12
H 9.927 3.299 -1.031 0.12
H 9.178 5.584 -2.345 0.10
H 8.914 3.985 -3.092 0.11
O -2.954 -7.749 1.099 -0.32
S -2.089 -6.934 0.278 0.67
O -2.579 -6.202 -0.869 -0.32
C -1.190 -5.815 1.341 -0.23
C 0.056 -6.595 1.740 -0.21
C 0.543 -7.284 0.462 -0.21
C -0.677 -7.923 -0.209 -0.22
H -1.810 -5.532 2.190 0.11
H -0.931 -4.933 0.752 0.12
H 0.818 -5.940 2.163 0.12
H -0.198 -7.347 2.492 0.12
H 0.984 -6.541 -0.208 0.12
H 1.311 -8.030 0.673 0.11
H -0.593 -7.917 -1.295 0.10
H -0.843 -8.941 0.145 0.11
O 0.513 -2.625 3.898 -0.32
S -0.329 -2.390 5.048 0.66
O -1.448 -3.250 5.363 -0.33
C 0.712 -2.236 6.491 -0.23
C 1.055 -0.753 6.551 -0.22
C -0.248 -0.011 6.240 -0.21
C -0.878 -0.685 5.018 -0.23
H 1.585 -2.878 6.386 0.11
H 0.123 -2.540 7.358 0.11
H 1.457 -0.474 7.526 0.11
H 1.807 -0.512 5.794 0.12
H -0.925 -0.089 7.095 0.12
H -0.075 1.051 6.056 0.12
H -1.966 -0.658 5.059 0.10
H -0.529 -0.235 4.089 0.07
O 5.564 0.300 2.628 0.06
N 4.818 -0.248 1.889 -0.07
O 4.757 0.387 0.678 -0.20
C 3.581 1.237 0.569 -0.40
P 1.932 0.455 1.069 0.95
F 2.098 -1.197 1.282 -0.38
H 3.531 1.570 -0.502 0.04
H 3.758 2.178 1.172 0.09
H 1.671 0.980 2.385 -0.05
```